8
Properties=species:S:1:pos:R:3:forces:R:3 method="wB97M-V/def2-TZVPD" homo_lumo_gap_ev="7.933 / 5.970" spin_multiplicity=3 lumo_energy_ev="0.6 / -3.8" e_tot_ha=-1007.6104 e_above_lowest_kcal_mol=49.6 homo_energy_ha="-0.2695 / -0.3597"
N 0.2658 -0.2183 -0.0152 -0.35 -3.79 1.45
C -2.0645 0.4336 0.1844 1.04 -2.50 -0.24
H -0.2411 -1.1402 -0.2600 1.05 1.55 -0.30
Cl -2.1632 -1.9090 0.1889 -0.77 -1.12 -0.03
S -3.2614 1.3865 -0.2011 -2.11 1.53 -0.09
N -0.8091 0.6059 0.2757 -0.08 2.35 0.16
H 0.5747 -0.5520 0.9314 0.38 0.61 -0.85
H -0.5331 1.5534 0.2729 0.85 1.38 -0.10